1.
Molecular formula: C25H35AsN3O2P2Ru
Method: DFT, ωB97M-V with the def2-TZVPD basis set

Each line ends with the Löwdin charge.
Atoms and positions in Å:
Ru 7.73 8.39 9.16  0.840
As 9.95 9.21 8.11  1.046
P 6.22 7.22 10.66  0.833
P 7.32 6.46 7.77  0.750
O 4.65 12.85 12.89  0.174
O 4.16 13.06 15.15  0.244
N 9.13 8.13 10.97  -0.074
N 6.75 10.16 7.97  -0.007
N 7.60 10.26 10.48  0.036
C 6.68 7.14 12.41  -0.215
C 8.50 5.87 6.49  -0.221
C 6.47 10.15 6.67  -0.164
C 10.96 7.95 13.03  0.037
C 7.03 5.10 8.97  -0.382
C 6.40 11.24 8.68  -0.224
C 9.18 9.14 11.91  -0.237
C 9.91 7.06 11.06  -0.154
C 6.91 11.35 10.06  -0.184
C 6.76 12.48 10.86  0.012
C 5.40 12.26 6.76  0.038
C 4.36 12.97 14.01  -0.383
C 8.36 11.50 12.37  0.035
C 5.96 5.51 10.01  -0.353
C 4.48 7.96 10.74  -0.180
C 11.40 7.85 7.75  -0.220
C 10.09 9.07 12.97  0.046
C 5.80 11.14 6.01  -0.001
C 5.72 6.64 6.89  -0.216
C 10.79 10.48 9.24  -0.272
C 5.72 12.31 8.14  0.044
C 9.80 10.12 6.39  -0.244
C 8.32 10.31 11.60  -0.226
C 10.89 6.98 12.02  -0.006
C 7.50 12.51 12.02  0.180
H 8.02 4.82 9.41  0.090
H 7.48 6.49 12.68  0.053
H 6.20 13.30 10.49  0.107
H 11.52 6.11 11.98  0.124
H 6.73 4.21 8.37  0.116
H 11.00 7.19 6.93  0.026
H 11.72 7.24 8.62  0.046
H 4.97 5.49 9.55  0.093
H 5.79 6.85 12.95  0.076
H 4.94 7.12 7.51  0.054
H 9.47 5.64 6.99  0.048
H 5.62 11.05 4.93  0.141
H 10.10 11.32 9.32  0.034
H 11.72 7.90 13.81  0.140
H 11.70 10.84 8.69  0.077
H 5.31 5.66 6.67  0.068
H 6.01 4.82 10.86  0.105
H 9.14 10.98 6.45  0.031
H 10.08 9.86 13.70  0.123
H 10.84 10.33 6.07  0.065
H 5.92 7.12 5.95  0.038
H 6.89 8.17 12.69  0.042
H 9.78 6.30 10.30  0.105
H 6.73 9.25 6.11  0.102
H 5.41 13.12 8.79  0.123
H 4.58 8.87 11.35  0.054
H 8.67 6.57 5.68  0.051
H 8.99 11.51 13.27  0.123
H 4.83 13.07 6.29  0.142
H 4.13 8.22 9.78  0.023
H 9.33 9.42 5.71  0.019
H 8.07 4.90 6.13  0.082
H 11.00 10.04 10.21  0.030
H 3.84 7.22 11.22  0.076
H 12.23 8.41 7.41  0.021

**HOMO-LUMO gap (spin up / spin down)**: 7.977 / 6.819 eV
**Total charge**: +3
**Energy above the lowest of the compared OMol25 structures with the same formula, charge and spin**: 0.0 kJ/mol
**⟨S²⟩**: 6.03
**Highest occupied orbital energy (spin up / spin down)**: -0.626 / -0.644 Eh
**Lowest unoccupied orbital energy (spin up / spin down)**: -0.3326 / -0.3932 hartree
**2S+1**: 5

2.
Molecular formula: C25H35AuIN5OP
Method: DFT, ωB97M-V with the def2-TZVPD basis set

Each line ends with the Löwdin charge.
Atoms and positions in Å:
Au -0.50 -0.42 -1.05  1.014
I -4.95 0.25 0.40  0.944
P 0.48 0.25 0.98  0.991
O -1.80 1.59 -0.66  -0.144
N 3.13 0.29 -0.52  0.131
N -3.27 3.21 -1.17  0.226
N -1.42 -0.79 -2.96  -0.377
N 2.06 -0.49 1.35  0.019
N 0.03 -2.65 -1.24  -0.330
C -1.71 -0.86 2.20  -0.143
C 1.12 2.72 -0.04  -0.123
C 0.81 4.04 2.40  -0.036
C -0.91 -2.10 -3.46  -0.162
C 5.61 -0.54 0.58  0.008
C -2.90 -0.83 -2.82  -0.065
C 1.33 4.08 0.04  -0.045
C -3.66 1.90 0.82  -0.522
C 5.53 0.14 -0.63  0.070
C -1.90 -1.32 4.55  -0.014
C 0.59 2.67 2.33  -0.060
C 3.21 -0.33 0.69  -0.338
C -0.61 -0.85 4.76  -0.028
C -0.28 -3.36 0.01  -0.054
C -0.41 -0.38 2.40  -0.377
C 1.46 -2.80 -1.58  -0.054
C -1.07 0.29 -3.91  -0.051
C 0.76 2.01 1.11  -0.370
C 4.25 0.52 -1.14  -0.037
C 0.14 -0.37 3.69  -0.101
C 4.44 -0.79 1.26  0.083
C -0.85 -3.11 -2.35  -0.155
C 1.18 4.74 1.26  -0.025
C -2.84 2.21 -0.39  -0.641
C -2.45 -1.32 3.28  -0.044
H 4.19 1.01 -2.10  0.138
H 0.08 -1.92 -3.89  0.121
H 1.60 4.64 -0.84  0.120
H 2.06 -2.42 -0.76  0.067
H -1.55 -2.46 -4.27  0.151
H 6.56 -0.85 0.99  0.143
H -1.43 1.24 -3.52  0.086
H -3.01 1.60 1.64  0.045
H -2.75 3.48 -1.98  0.135
H -0.47 -4.07 -2.73  0.153
H 1.34 5.81 1.32  0.127
H -1.32 -3.20 0.28  0.094
H -3.20 -1.61 -2.13  0.079
H -1.84 -3.29 -1.93  0.125
H 1.13 0.02 3.88  0.113
H 0.68 4.56 3.34  0.125
H 1.70 -2.24 -2.49  0.091
H 6.42 0.37 -1.20  0.140
H -4.30 2.72 1.13  0.062
H 1.69 -3.85 -1.74  0.119
H 4.43 -1.29 2.22  0.141
H -4.10 3.74 -0.94  0.137
H -1.53 0.10 -4.88  0.117
H -2.15 -0.85 1.22  0.035
H -0.10 -4.43 -0.12  0.120
H 1.22 2.21 -0.98  0.084
H -3.46 -1.68 3.12  0.114
H 0.01 0.34 -4.03  0.096
H 0.28 2.14 3.22  0.100
H 0.36 -2.99 0.81  0.082
H -3.25 0.13 -2.44  0.055
H -2.47 -1.69 5.39  0.130
H -0.18 -0.85 5.75  0.128
H 2.12 -0.97 2.24  0.118
H -3.36 -1.02 -3.79  0.118

**HOMO-LUMO gap (spin up / spin down)**: 8.817 / 5.000 eV
**Total charge**: +3
**Energy above the lowest of the compared OMol25 structures with the same formula, charge and spin**: 0.0 kJ/mol
**⟨S²⟩**: 2.03
**Highest occupied orbital energy (spin up / spin down)**: -0.621 / -0.621 Eh
**Lowest unoccupied orbital energy (spin up / spin down)**: -0.2965 / -0.4371 hartree
**2S+1**: 3

3.
Molecular formula: C25H35BClN4P2S
Method: DFT, ωB97M-V with the def2-TZVPD basis set

Each line ends with the Löwdin charge.
Atoms and positions in Å:
Cl -0.99 -7.23 -1.31  0.394
S -2.39 -5.95 3.29  -0.020
P -1.93 -4.07 3.04  0.249
P -0.07 -2.17 1.48  0.781
N 0.98 1.87 3.98  0.064
N -0.11 2.58 -2.48  0.052
N 4.08 -0.24 -1.13  0.062
N -2.71 -0.42 -1.68  0.084
C 4.96 1.91 -0.48  -0.085
C -0.38 4.50 -3.92  -0.073
C 3.62 0.34 -2.27  -0.145
C 1.60 0.73 4.35  -0.141
C 2.50 0.64 5.39  -0.072
C 3.81 1.68 -2.57  -0.089
C -4.01 -0.78 -1.74  -0.143
C 1.28 2.98 4.70  -0.162
C 4.74 0.56 -0.27  -0.148
C -4.60 1.16 -2.99  -0.092
C 0.55 3.38 -1.61  -0.125
C -1.71 -5.64 -0.60  -0.660
C -2.07 -4.67 -1.87  -0.172
C -0.56 3.16 -3.61  -0.161
C 0.53 -1.46 -0.19  -0.363
C -1.20 -0.78 2.25  -0.359
C -3.27 1.56 -2.93  -0.087
C 2.17 2.99 5.76  -0.095
C -4.98 -0.03 -2.39  -0.086
C -2.37 0.74 -2.27  -0.144
C -0.63 -4.95 0.48  -0.303
C 4.49 2.47 -1.66  -0.095
C 0.78 4.73 -1.83  -0.074
C 2.79 1.80 6.11  -0.093
C 0.30 5.30 -3.01  -0.083
B -1.26 -3.65 1.27  -1.092
H -2.24 -5.25 -2.89  0.065
H -2.20 -3.29 0.63  0.028
H 2.97 -0.30 5.65  0.103
H 0.46 6.35 -3.21  0.102
H 3.10 -0.32 -2.95  0.106
H -1.21 0.21 1.62  0.033
H 0.77 3.88 4.38  0.095
H -2.94 2.48 -3.39  0.072
H -3.05 -4.06 -1.64  0.066
H -0.88 -0.65 3.37  0.012
H 3.50 1.77 6.94  0.099
H 0.38 -4.71 -0.11  0.097
H -5.34 1.78 -3.50  0.097
H -2.72 -5.94 -0.10  0.100
H -2.33 -1.18 2.24  0.024
H -6.01 -0.37 -2.41  0.096
H -4.26 -1.72 -1.26  0.097
H 5.09 0.07 0.64  0.103
H -1.19 -3.87 -2.02  0.082
H 1.69 -1.17 -0.06  0.013
H -0.76 4.91 -4.85  0.100
H 0.49 -2.22 -1.07  0.032
H -0.01 -0.43 -0.41  0.021
H 4.65 3.53 -1.87  0.099
H 3.43 2.09 -3.50  0.098
H 1.34 -0.15 3.75  0.078
H -3.07 -3.17 3.30  -0.038
H -1.32 1.00 -2.20  0.062
H 5.50 2.50 0.25  0.096
H 0.90 2.89 -0.71  0.114
H 2.38 3.91 6.29  0.093
H -0.89 -3.62 3.98  -0.040
H -0.36 -5.83 1.23  0.069
H -1.09 2.50 -4.29  0.101
H 1.31 5.33 -1.10  0.101

**HOMO-LUMO gap**: 5.743 eV
**Total charge**: -1
**Highest occupied orbital energy**: -0.137 Eh
**Lowest unoccupied orbital energy**: 0.0742 hartree
**2S+1**: 1

4.
Molecular formula: C25H35BF25O5
Method: DFT, ωB97M-V with the def2-TZVPD basis set

Each line ends with the Löwdin charge.
Atoms and positions in Å:
F -1.32 -6.57 -4.26  0.088
F -0.59 -4.03 -5.08  0.131
F 1.97 -3.55 3.65  0.130
F 0.44 -6.65 -5.53  0.081
F 2.25 -5.59 -8.54  0.088
F -0.37 -4.36 -2.94  0.098
F 1.37 2.02 -4.36  -0.209
F -0.69 -3.19 2.72  0.089
F 0.45 -5.03 -7.46  0.088
F 0.45 -2.01 -0.57  0.086
F 3.82 -4.24 -6.64  0.136
F 0.77 3.58 5.27  0.089
F -0.49 -3.24 4.88  0.087
F -0.11 1.36 6.06  0.084
F -2.64 1.60 3.57  0.130
F 1.16 -2.00 1.49  0.093
F -0.26 -4.39 0.73  0.125
F -1.01 3.58 7.49  0.121
F -0.93 2.91 3.79  0.125
F 1.27 5.00 6.84  0.083
F -1.37 5.70 7.15  0.094
F 1.21 -4.71 -0.82  0.122
F 2.64 -5.84 -5.78  0.118
F 1.30 -5.32 4.74  0.097
F -0.27 0.22 4.22  0.095
O 2.03 -3.67 -5.45  0.038
O -1.77 5.47 -0.65  -0.264
O -1.71 2.48 -0.52  -0.116
O -2.52 2.83 5.41  0.028
O 1.91 -4.79 1.29  0.031
C -2.77 -0.05 -1.75  -0.147
C 3.10 3.26 -0.24  -0.158
C -1.39 1.28 0.25  -0.202
C 2.54 -4.63 -6.38  -0.479
C 1.89 4.41 -0.30  -0.249
C -3.23 5.36 -0.77  -0.150
C 1.02 -4.12 0.39  -0.473
C 0.14 -4.71 -4.16  -0.430
C -0.37 -3.99 3.75  -0.292
C -2.16 4.21 5.53  -0.055
C 1.59 -4.21 -4.20  -0.053
C 0.53 3.65 0.22  -0.140
C -0.01 -6.22 -4.32  -0.291
C -2.26 -0.06 -0.19  -0.208
C -1.75 2.08 4.48  -0.478
C -0.99 0.92 5.13  -0.264
C 0.19 2.25 -2.15  -0.089
C -1.06 4.63 -1.65  -0.146
C -1.03 4.53 6.52  -0.432
C 1.04 3.05 -3.30  -0.130
C 1.28 -5.43 2.40  -0.058
C 0.34 4.71 5.89  -0.290
C 1.04 -4.55 3.63  -0.431
C 1.74 -4.67 -7.68  -0.264
C 1.31 -2.62 0.29  -0.258
B -0.50 3.19 -1.00  -0.874
H 2.31 -4.94 -3.79  0.145
H -1.68 0.23 5.63  0.173
H 1.65 -3.36 -3.51  0.152
H 0.84 1.43 -1.57  0.102
H 1.74 -3.70 -8.18  0.177
H -0.20 5.27 -2.15  0.102
H -3.15 -0.27 0.58  0.103
H 0.90 2.74 0.89  0.089
H 2.33 -2.44 -0.06  0.177
H 0.46 3.89 -3.86  0.116
H 2.70 2.36 -0.91  0.060
H -1.81 -0.23 -2.42  0.070
H -1.11 -4.80 3.81  0.173
H 4.12 3.64 -0.68  0.061
H -0.26 0.98 0.29  0.107
H -0.01 4.40 0.97  0.105
H -3.59 -0.89 -1.93  0.070
H 2.11 3.40 -2.89  0.109
H -1.83 4.29 -2.50  0.119
H 2.00 -6.21 2.70  0.149
H -1.52 -0.98 -0.07  0.078
H 0.52 -6.77 -3.54  0.173
H -2.00 4.68 4.55  0.151
H -3.72 6.33 -0.28  0.085
H 3.17 2.84 0.85  0.072
H -3.64 5.33 -1.87  0.086
H -1.71 1.50 1.38  0.112
H 0.35 5.53 5.16  0.177
H -3.60 4.42 -0.14  0.101
H -3.06 4.69 5.92  0.148
H -0.68 1.62 -2.67  0.107
H 0.39 -6.00 2.10  0.145
H -3.25 0.98 -2.06  0.080
H 1.80 4.92 -1.36  0.085
H 2.20 5.25 0.48  0.095

**HOMO-LUMO gap**: 6.374 eV
**Total charge**: -1
**Highest occupied orbital energy**: -0.167 Eh
**Lowest unoccupied orbital energy**: 0.0671 hartree
**2S+1**: 1

5.
Molecular formula: C25H35F3KN8O4S
Method: DFT, ωB97M-V with the def2-TZVPD basis set

Each line ends with the Löwdin charge.
Atoms and positions in Å:
K 0.51 0.21 -1.73  0.798
S 0.50 -0.52 2.16  0.785
F -0.53 5.16 -1.70  0.121
F 1.22 4.60 -2.86  0.131
F 1.35 4.74 -0.72  0.128
O 0.27 2.34 -0.49  -0.105
O 2.79 -3.72 -2.20  0.041
O 2.98 -1.72 -4.77  0.027
O -0.39 2.38 -2.66  -0.075
N 2.92 -0.61 -0.50  0.076
N 1.61 -0.28 4.58  -0.234
N 1.80 -1.71 -2.77  0.027
N -2.77 0.63 1.38  -0.056
N -0.49 -1.44 -4.39  0.122
N -2.61 0.43 -1.51  -0.064
N 1.15 1.69 3.48  -0.212
N -2.10 -1.90 0.04  -0.061
C -3.29 -0.81 -1.83  -0.214
C 4.08 -0.84 1.58  -0.096
C 0.56 4.35 -1.72  -0.533
C -1.47 -0.25 -6.23  -0.074
C 1.12 0.16 5.88  -0.067
C 1.10 0.33 3.45  -0.760
C 3.56 -2.78 0.29  -0.009
C -3.16 -1.84 1.04  -0.219
C 1.82 -1.72 4.53  -0.120
C 2.98 -1.94 -0.66  -0.185
C 2.21 2.40 4.16  -0.069
C 0.10 2.86 -1.61  -0.655
C 3.45 -0.09 0.60  -0.171
C -1.55 -1.06 -5.11  -0.151
C 1.96 -1.57 -4.09  -0.493
C -0.22 0.17 -6.65  -0.067
C 2.51 -2.55 -2.00  -0.469
C -3.38 1.47 -0.87  -0.208
C 4.12 -2.22 1.42  -0.086
C -2.53 -2.04 -1.34  -0.218
C 0.45 2.47 2.46  -0.079
C 0.89 -0.26 -5.95  -0.008
C -2.99 -0.67 2.01  -0.249
C -3.85 1.09 0.53  -0.228
C 0.71 -1.05 -4.82  -0.202
H 1.81 3.10 4.90  0.085
H -2.12 -0.87 2.64  0.049
H 0.88 -2.27 4.56  0.081
H -3.46 -0.92 -2.90  0.093
H -3.24 -2.78 1.61  0.111
H -4.12 -1.74 0.51  0.092
H -4.28 1.76 -1.45  0.113
H 2.77 2.99 3.42  0.091
H 2.34 -1.99 3.62  0.047
H -3.86 -0.61 2.67  0.108
H -0.11 0.81 -7.52  0.102
H -1.64 -2.19 -1.96  0.099
H -3.18 -2.92 -1.50  0.113
H 4.50 -0.36 2.45  0.100
H 2.43 -2.00 5.39  0.085
H 1.90 0.00 -6.24  0.114
H -0.47 1.97 2.17  0.048
H -4.33 1.98 0.96  0.105
H 0.22 3.44 2.89  0.092
H -1.37 -2.54 0.29  0.104
H 1.06 2.60 1.56  0.070
H 0.26 -0.45 6.18  0.092
H 0.82 1.20 5.85  0.075
H -4.28 -0.80 -1.37  0.100
H -1.92 0.56 0.82  0.061
H -2.74 2.35 -0.82  0.114
H -4.64 0.33 0.46  0.094
H -2.37 0.04 -6.76  0.095
H -2.09 0.80 -2.29  0.071
H 3.37 0.99 0.71  0.109
H 1.90 0.04 6.64  0.087
H 2.89 1.71 4.64  0.083
H -2.52 -1.42 -4.77  0.088
H 4.59 -2.85 2.17  0.103
H 3.58 -3.84 0.08  0.111

**HOMO-LUMO gap**: 7.857 eV
**Total charge**: -1
**Energy above the lowest of the compared OMol25 structures with the same formula, charge and spin**: 129.3 kJ/mol
**Highest occupied orbital energy**: -0.206 Eh
**Lowest unoccupied orbital energy**: 0.0822 hartree
**2S+1**: 1

6.
Molecular formula: C25H35FO24S
Method: DFT, ωB97M-V with the def2-TZVPD basis set

Each line ends with the Löwdin charge.
Atoms and positions in Å:
S -0.35 -5.10 3.19  0.733
F -1.00 -1.14 3.18  -0.025
O -3.42 6.21 -5.55  0.063
O -3.60 6.17 -7.80  0.169
O 6.26 1.54 -2.18  0.155
O -3.88 1.45 2.22  0.073
O 3.33 -1.61 6.14  0.162
O -3.75 -0.72 1.63  0.146
O 0.51 -5.29 1.98  -0.338
O 8.01 0.47 -1.24  0.073
O -0.46 0.38 -4.05  0.072
O -0.66 2.23 -2.78  0.147
O 2.88 0.21 -0.62  0.087
O 0.02 -6.03 4.28  -0.309
O -1.90 -5.26 2.65  -0.235
O 6.62 1.66 0.04  0.059
O 0.36 2.32 -4.79  0.033
O 4.12 0.39 1.25  0.103
O -6.13 -4.37 3.49  0.156
O -7.31 -4.50 1.57  0.068
O 2.89 -2.05 3.98  0.036
O 4.79 -1.00 4.53  0.072
O -2.60 0.84 0.48  0.068
O -6.49 -2.53 2.25  0.063
O -2.00 4.96 -6.76  0.063
O 3.68 2.21 -0.01  0.080
C 4.90 -1.34 3.15  -0.128
C -2.70 5.41 -4.62  -0.125
C 6.91 1.25 -1.21  -0.550
C -3.12 2.60 1.86  -0.123
C 3.61 0.89 0.30  -0.520
C 3.64 -1.56 5.00  -0.556
C 0.83 1.31 -5.69  -0.113
C -6.60 -3.85 2.53  -0.560
C -0.29 1.69 -3.78  -0.583
C -6.97 -2.33 0.92  -0.130
C -7.89 -3.51 0.72  -0.127
C -2.66 2.27 0.46  -0.130
C 7.46 0.93 0.93  -0.114
C 2.25 1.17 -1.46  -0.113
C -0.09 -3.34 3.70  -0.123
C 8.61 0.55 0.05  -0.118
C -3.06 5.82 -6.80  -0.563
C 3.48 -1.60 2.76  -0.125
C -0.10 0.17 -5.41  -0.114
C -2.57 -2.92 3.41  -0.100
C -1.51 4.97 -5.42  -0.123
C -3.44 0.42 1.46  -0.544
C -2.84 -4.47 3.41  -0.183
C 3.14 2.37 -1.32  -0.110
C -1.15 -2.50 2.87  -0.314
H -3.33 -2.39 2.80  0.085
H -2.29 2.71 2.56  0.137
H -3.73 3.50 1.89  0.134
H -0.67 5.67 -5.36  0.141
H 9.40 1.31 0.03  0.135
H -3.33 4.57 -4.32  0.134
H -3.84 -4.64 2.93  0.110
H 0.38 -0.80 -5.54  0.139
H -1.00 0.20 -6.03  0.139
H -8.91 -3.30 1.06  0.134
H 0.96 -3.02 3.44  0.095
H 3.39 -2.36 1.98  0.145
H 6.91 0.07 1.31  0.114
H 1.87 1.08 -5.44  0.135
H -7.92 -3.85 -0.31  0.134
H 2.19 0.81 -2.49  0.130
H 7.76 1.55 1.77  0.143
H 9.05 -0.41 0.33  0.137
H -6.13 -2.34 0.23  0.134
H 2.59 3.31 -1.40  0.138
H 1.23 1.35 -1.09  0.128
H 2.96 -0.70 2.43  0.113
H 0.78 1.66 -6.72  0.140
H 5.35 -0.53 2.59  0.085
H -3.38 2.58 -0.30  0.134
H -1.69 2.69 0.23  0.131
H -2.95 -4.82 4.48  0.137
H -1.15 3.98 -5.14  0.105
H -0.22 -3.19 4.80  0.129
H -7.49 -1.38 0.84  0.135
H 5.53 -2.23 3.05  0.139
H -0.98 -2.72 1.80  0.156
H -2.42 5.98 -3.74  0.135
H -2.63 -2.57 4.47  0.133
H 3.96 2.37 -2.04  0.119

**HOMO-LUMO gap**: 10.103 eV
**Total charge**: 0
**Highest occupied orbital energy**: -0.374 Eh
**Lowest unoccupied orbital energy**: -0.0024 hartree
**SMILES**: O=S1(=O)C[C@H](F)CCO1.O=C1OCCO1.O=C1OCCO1.O=C1OCCO1.O=C1OCCO1.O=C1OCCO1.O=C1OCCO1.O=C1OCCO1
**2S+1**: 1

The evaluated maximum force for the records listed, in turn: 2.14 0.28 2.67 2.96 0.91 5.01 eV/A.